The molecule C9H21NSi. Source: OMol25; level of theory: ωB97M-V/def2-TZVPD.

Structure (ORCA input):
```
! wB97M-V def2-TZVPD RIJCOSX def2/J DEFGRID3
* xyz 0 1
C 1.63452 1.19565 2.90811
C 1.99987 0.55762 1.76779
C -3.32031 0.99172 -0.18632
C 0.24326 -2.14036 -1.68427
C 0.50448 -2.74629 0.79891
C 0.82577 2.24120 -1.85875
C -1.92372 0.27047 -0.40122
C -0.95100 0.69562 0.71058
C 1.07311 -1.92847 -0.42853
N 1.51138 1.32284 -0.95794
Si 0.88302 0.26322 0.27483
H 2.40189 1.23303 3.78131
H 0.67102 1.27824 3.27413
H 3.03004 0.43753 1.64316
H -3.16306 2.06459 -0.04404
H -3.83206 0.76939 -1.13152
H -3.77826 0.53137 0.63248
H -0.62468 -1.36078 -1.74000
H 0.81751 -2.20630 -2.57999
H -0.17906 -3.17618 -1.52202
H -0.65203 -2.65753 0.92108
H 0.96573 -2.28730 1.75964
H 0.78868 -3.83678 0.89166
H 0.96000 1.74262 -2.86139
H -0.19715 2.42787 -1.70441
H 1.28703 3.24709 -1.93117
H -1.96599 -0.84909 -0.31226
H -1.57563 0.73316 -1.31124
H -1.18602 0.17484 1.66004
H -0.93383 1.65966 1.11881
H 2.12048 -2.18959 -0.54087
H 2.56499 1.54094 -0.94659
*
```

Results
**Orbital gap**: 8.81 eV
**LUMO energy**: 0.883 eV
**SMILES**: C=C[Si@@](CCC)(NC)C(C)C
**Relative energy (zero: lowest compared OMol25 entry of this formula, charge and spin)**: 63.79 kcal per mole

***

A cluster of 2 separate species, C9H21O2SSi in total. Source: OMol25; level of theory: ωB97M-V/def2-TZVPD.

Structure (ORCA input):
```
! wB97M-V def2-TZVPD RIJCOSX def2/J DEFGRID3
* xyz 1 1
C 0.31132 -0.61346 0.29605
C 2.73428 0.46005 1.70888
C 1.33234 2.02714 -0.07699
C 2.37686 -0.07266 -1.96688
C -2.88562 0.03976 1.48438
C -3.09875 1.49112 -1.18082
C -2.42475 -1.37176 -1.48762
C 1.80454 -2.85055 1.23798
C 2.12197 0.69513 0.30764
O 2.85185 0.04113 -0.62841
O -0.69109 -0.02403 -0.21709
Si -2.36053 -0.00236 -0.25390
S 0.10615 -2.24286 0.82077
H 3.53650 1.12510 1.84780
H 3.20418 -0.49758 1.68560
H 2.11699 0.53454 2.67146
H 2.04789 2.77947 -0.47774
H 0.54038 1.96431 -0.84366
H 1.05730 2.33004 0.97059
H 3.12576 0.03172 -2.66146
H 1.60644 0.73935 -2.06070
H 1.78899 -0.99526 -1.93542
H -3.89340 0.57015 1.46764
H -2.93821 -0.95064 1.92679
H -2.28883 0.71207 2.15098
H -3.08192 2.33280 -0.48084
H -2.52612 1.90723 -2.06858
H -4.15093 1.43826 -1.55818
H -2.23016 -2.29848 -0.95534
H -3.31364 -1.41383 -2.11143
H -1.68740 -1.29665 -2.24611
H 2.42062 -2.08111 1.36883
H 2.05715 -3.64198 0.50236
H 1.69100 -3.35660 2.15401
*
```

Results
**Orbital gap**: 9.17 eV
**LUMO energy**: -3.407 eV

***

A cluster of 2 separate species, C9H22BN in total. Source: OMol25; level of theory: ωB97M-V/def2-TZVPD.

Structure (ORCA input):
```
! wB97M-V def2-TZVPD RIJCOSX def2/J DEFGRID3
* xyz 0 1
B -0.83632 0.05200 0.21941
C -2.82998 -0.97814 -1.00718
C -1.06489 -2.55498 0.00474
C -1.21471 1.97577 -1.12488
C -2.06845 2.03254 1.27888
C 4.08321 0.24000 -0.42146
C 2.55968 -0.94063 1.11149
C -1.76356 -1.12418 0.10837
C -1.01083 1.50985 0.36215
C 2.62465 0.29808 0.15995
N 1.62566 0.08495 -0.85453
H -3.33202 0.03861 -0.90888
H -3.63916 -1.70290 -0.65151
H -2.46112 -1.09660 -1.97362
H -1.55317 -3.45280 0.43601
H -0.92672 -2.62395 -1.11058
H -0.13681 -2.46062 0.45219
H -2.24097 1.64503 -1.43042
H -0.46990 1.51290 -1.79986
H -1.18806 3.08946 -1.06847
H -1.88670 1.69020 2.32254
H -2.15684 3.13412 1.27179
H -3.08059 1.67911 0.96149
H 4.73197 0.35082 0.44703
H 4.26533 -0.70304 -0.85805
H 4.37298 0.99646 -1.18689
H 2.65174 -1.88959 0.59192
H 1.68706 -1.02936 1.71991
H 3.38781 -1.03440 1.82040
H -2.32971 -1.23915 1.03286
H -0.14095 2.26560 0.51155
H 2.43227 1.17505 0.74471
H 1.90912 -0.94021 -1.16106
*
```

Results
**Orbital gap (alpha / beta)**: 7.61 / 6.75 eV
**LUMO energy (alpha / beta)**: 0.293 / 0.177 eV
**Relative energy (zero: lowest compared OMol25 entry of this formula, charge and spin)**: 85.72 kcal per mole

***

A structure of composition C9H22CuNO7S. Source: OMol25; level of theory: ωB97M-V/def2-TZVPD.

Structure (ORCA input):
```
! wB97M-V def2-TZVPD RIJCOSX def2/J DEFGRID3
* xyz -2 1
Cu -1.11551 0.17869 -0.47740
S -3.93745 0.14518 -0.19079
O -3.09473 -1.04529 -0.20721
O -4.84105 0.09083 0.98975
O -2.96459 1.26262 -0.04051
O -4.68372 0.37032 -1.44197
C -1.22072 -0.25441 -3.42455
C -0.77077 -1.67901 -2.97571
C 0.59992 -1.93536 -3.62705
O -0.72345 -1.77778 -1.61658
H -0.47156 0.44562 -3.04703
H -2.21887 -0.11190 -3.00330
H -1.27069 -0.08787 -4.51178
H -1.57743 -2.36145 -3.29645
H 1.25451 -1.09364 -3.37929
H 0.69236 -2.14226 -4.70970
H 1.09600 -2.85119 -3.26382
C 1.44686 -0.81428 4.67825
O 1.59557 -1.69317 3.60396
C 2.03872 -1.10834 2.37033
C 0.92389 -0.93021 1.34677
N -0.16504 -0.00221 1.67653
C 0.30594 1.38188 1.85177
C 1.00304 2.02197 0.66222
O 0.34969 1.75804 -0.55151
C 0.79086 2.54650 -1.62175
H 1.30643 0.24609 4.44447
H 2.24522 -0.93788 5.41996
H 0.51194 -1.03097 5.21923
H 2.76960 -1.82201 1.97790
H 2.53380 -0.15152 2.57005
H 0.47788 -1.90281 1.12051
H 1.37960 -0.68008 0.38492
H -0.61823 -0.30600 2.52892
H 1.05930 1.48792 2.65631
H -0.58206 1.89243 2.23641
H 2.00729 1.57523 0.54760
H 1.10820 3.09657 0.86669
H 0.24931 2.27402 -2.52309
H 1.84299 2.34369 -1.88383
H 0.66693 3.60203 -1.35927
*
```

Results
**Orbital gap**: 4.06 eV
**LUMO energy**: 4.498 eV

***

The molecule C9H22N2S. Source: OMol25; level of theory: ωB97M-V/def2-TZVPD.

Structure (ORCA input):
```
! wB97M-V def2-TZVPD RIJCOSX def2/J DEFGRID3
* xyz 0 1
C 0.18422 -1.07540 -3.18731
C -0.92738 0.95052 -2.15172
C 1.18889 1.32025 -3.59768
C -0.92740 -1.81159 2.49211
C -0.06908 0.39684 3.21578
C -2.20793 0.45238 2.02182
C 2.57268 0.77061 0.75174
C 0.37867 0.27612 -2.51996
C -0.87048 -0.25079 2.13039
N 1.37256 0.18006 -1.43721
N -0.25238 0.12226 0.82746
S 1.09277 -0.17786 0.17791
H -0.86722 -1.51904 -2.91485
H 0.28285 -0.96676 -4.27285
H 1.04980 -1.71504 -2.83282
H -0.58978 1.99814 -2.04168
H -1.36872 0.52416 -1.22641
H -1.58974 0.89305 -2.92074
H 1.72722 0.67616 -4.37022
H 0.33316 1.93739 -4.05774
H 1.87517 1.91577 -3.14748
H -1.29454 -2.34813 1.58565
H 0.11493 -2.23718 2.68491
H -1.52834 -2.07168 3.44414
H -0.05956 1.45422 2.84073
H 0.99936 0.00048 3.26751
H -0.56170 0.08017 4.19417
H -2.12827 1.42556 1.59327
H -2.77484 -0.22476 1.34455
H -2.75034 0.45906 3.02478
H 3.09955 0.10589 1.44697
H 3.16688 0.79468 -0.21094
H 2.39935 1.80728 1.02750
H 1.81890 -1.48858 0.83196
*
```

Results
**Orbital gap**: 8.73 eV
**LUMO energy**: 0.306 eV
**SMILES**: C[SH](=NC(C)(C)C)=NC(C)(C)C
**Relative energy (zero: lowest compared OMol25 entry of this formula, charge and spin)**: 107.87 kcal per mole

***

A cluster of 2 separate species, C9H22N3 in total. Source: OMol25; level of theory: ωB97M-V/def2-TZVPD.

Structure (ORCA input):
```
! wB97M-V def2-TZVPD RIJCOSX def2/J DEFGRID3
* xyz 1 1
C -0.89167 -1.82901 -0.50205
C -0.12884 -0.68636 -1.07547
C -1.80013 -0.81264 0.16329
C -0.90429 0.33180 -0.35487
C -1.87632 -0.98265 1.65368
C -3.17813 -0.58707 -0.47775
C 3.28711 0.84685 -0.92565
C 3.10097 -0.99118 0.48091
C -0.85683 1.78721 -0.42486
N 1.65344 0.79457 0.73681
N 2.39689 0.02428 -0.13293
N -2.07278 2.32345 0.25022
H -1.49376 -2.37328 -1.27753
H -0.33252 -2.57770 0.12033
H 0.92596 -0.61423 -0.78943
H -0.22780 -0.55632 -2.19934
H -0.78253 -1.14532 1.86430
H -2.44898 -1.92643 1.93146
H -2.38734 -0.14375 2.24779
H -3.69043 0.32100 -0.29623
H -3.96411 -1.42046 -0.38647
H -2.85352 -0.48257 -1.58602
H 4.34185 0.42388 -0.80718
H 2.95349 0.76885 -1.90814
H 3.27650 1.92856 -0.68313
H 3.63410 -1.47184 -0.35213
H 3.92303 -0.73691 1.17308
H 2.40447 -1.72691 0.98196
H -1.07270 1.90253 -1.51269
H 0.03603 2.44247 -0.22285
H 0.91712 0.36470 1.30881
H -1.91301 3.34842 0.25821
H 2.14723 1.28338 1.51094
H -2.12252 2.17267 1.23293
*
```

Results
**Orbital gap**: 7.30 eV
**LUMO energy**: -5.155 eV
**Relative energy (zero: lowest compared OMol25 entry of this formula, charge and spin)**: 98.72 kcal per mole